Molecular formula: C3H9BBrCd
Method: DFT, ωB97M-V/def2-TZVPD

CARTESIAN COORDINATES (ANGSTROEM)
1 B 1.7321 -0.6496 0.4930
2 C 0.9084 0.6729 -0.2187
3 C -0.3542 0.9259 0.4920
4 C -1.2740 -0.2039 0.4144
5 Br -2.3963 0.1090 -1.2534
6 H 2.9043 -0.5138 0.7129
7 H 1.1033 -1.0217 1.4612
8 H 1.6376 -1.4719 -0.4556
9 H 1.5868 1.5093 -0.1021
10 H 0.7280 0.4726 -1.2575
11 H -0.8184 1.8046 0.0078
12 H -0.2461 1.2202 1.5262
13 H -0.8017 -1.1580 0.2538
14 H -1.9926 -0.2747 1.2070
15 Cd -2.7172 -1.4208 -3.2809

Output
Net charge: +1
Strongest force on any atom, eV Å⁻¹: 1.74
Multiplicity: 1
LUMO, Ha: -0.3253
Kohn-Sham gap, eV: 2.9